Record 1
A molecular structure, H18O10Tl2, computed with ωB97M-V with the def2-TZVPD basis set.

```
30
Properties=species:S:1:pos:R:3:forces:R:3
Tl 0.2678 -1.0107 -2.1290 2.0 0.1 -0.1
Tl -1.9392 1.3153 -0.9380 1.9 0.1 0.4
O -0.2442 0.0743 -0.4150 -0.3 0.5 0.6
H 0.0988 -0.1617 0.4620 0.4 -0.1 0.2
O -1.4382 0.1023 -2.6930 -2.8 2.0 -0.9
H -2.0612 0.2193 -3.4860 1.2 -0.4 0.9
O 1.3068 1.2963 -2.5020 -0.5 -0.5 -3.1
H 1.4808 1.8183 -1.7550 0.8 1.0 1.9
H 1.5788 1.8773 -3.2920 -0.3 -1.4 1.1
O 1.8668 -0.6107 1.7050 -1.4 -0.3 0.6
H 1.4778 0.2753 1.9050 0.8 -0.7 -0.1
H 2.2798 -0.5367 0.8600 1.0 0.1 -0.7
O 1.1318 1.7693 1.9670 -1.0 0.9 0.8
H 2.0268 2.0163 2.2640 0.0 0.4 0.0
H 0.5758 1.8533 2.7710 0.6 0.2 0.0
O -1.2362 -2.4427 -1.5520 0.0 1.0 -0.3
H -1.5912 -3.1867 -1.9720 -0.9 -2.3 -2.3
H -1.4662 -2.6657 -0.6750 0.0 -0.1 2.5
O -0.6282 3.0073 0.3390 -1.0 0.0 -2.5
H 0.0698 2.6543 0.9290 0.7 -0.3 0.2
H -0.1772 3.5313 -0.3670 -0.2 0.2 1.0
O -2.4002 1.0273 1.1540 -2.2 0.1 -0.9
H -1.8432 0.8243 1.8860 1.2 -0.3 1.1
H -3.3072 1.0573 1.5000 -0.4 0.1 0.2
O -0.0482 -2.6147 1.6540 0.1 0.3 -1.2
H 0.5668 -1.9827 2.0700 0.0 -0.1 0.3
H -0.9252 -2.2147 1.6530 0.0 -0.2 0.6
O 1.4298 -2.1957 -0.7020 -0.5 1.9 -2.0
H 2.1918 -2.7257 -0.7440 2.2 -1.6 -0.4
H 0.9568 -2.3697 0.1040 -1.4 -0.7 2.2
```
Positions in Å, forces in eV/Å.

net charge = +4
highest occupied orbital energy = -24.31 eV

=====

Record 2
A molecular structure, C13H35B3N12O12S2, computed with ωB97M-V with the def2-TZVPD basis set.

```
77
Properties=species:S:1:pos:R:3:forces:R:3
C -0.4182 -1.0177 0.2932 -0.1 0.8 -0.5
B -0.6150 0.4583 -0.1699 0.1 -1.2 0.3
O -1.6557 1.2456 0.3090 0.4 0.0 -0.8
B -1.6793 2.3957 -0.4725 -0.5 0.8 0.6
C -2.9379 2.7671 -1.3171 -0.1 -0.5 0.4
C -4.1008 1.7802 -1.0784 0.3 0.7 -0.3
C -3.8479 0.5356 -1.9050 -0.4 -0.1 -0.2
S -5.2525 -0.5566 -1.9540 -0.3 -0.4 -0.4
O -6.4613 0.1574 -2.1465 -0.4 0.9 -0.3
O -5.1881 -1.4655 -0.8718 0.4 -0.8 0.9
O -4.9967 -1.4369 -3.2778 0.6 0.4 0.4
O -0.5099 3.1394 -0.5009 0.2 -0.2 -0.4
B 0.5346 2.3420 -0.9103 0.7 0.3 -0.1
C 1.9963 2.8536 -1.2118 -0.8 -0.2 -0.2
C 2.2764 2.5616 -2.7131 -0.1 0.3 0.9
S 3.7114 1.5152 -3.0455 0.4 0.3 -0.4
C 3.2689 -0.0432 -2.4296 -0.1 1.4 1.6
N 3.0056 -1.0787 -3.0785 -0.4 -1.7 -1.7
N 2.7436 -2.1011 -2.1739 -0.1 -0.6 -0.9
C 2.8585 -1.5742 -1.0287 0.2 0.4 1.1
O 3.2018 -0.2832 -1.0726 0.2 0.8 0.0
O 0.2624 0.9885 -1.1142 -0.1 0.4 0.5
H -1.1753 -1.6455 -0.1721 -0.1 -0.2 0.1
H -0.4555 -1.1178 1.3636 -0.2 -0.3 0.3
H 0.5549 -1.3451 -0.0241 0.2 -0.4 -0.1
H -3.2556 3.7907 -1.1462 0.0 0.2 0.2
H -2.6554 2.7421 -2.3702 0.1 0.1 -0.2
H -5.0122 2.2661 -1.4062 -0.3 -0.2 0.0
H -4.1819 1.5599 -0.0210 -0.1 -0.2 0.2
H -3.6544 0.8455 -2.9281 0.1 0.0 -0.2
H -3.0193 -0.0657 -1.5515 0.2 -0.1 0.1
H -4.6779 -0.8223 -3.9539 -0.2 -0.2 -0.3
H 2.0996 3.9092 -0.9885 0.0 0.2 -0.1
H 2.6923 2.3238 -0.5698 0.2 -0.2 0.0
H 2.5106 3.5057 -3.1912 0.2 0.0 -0.3
H 1.3798 2.1909 -3.1984 0.1 -0.3 -0.3
H 2.7165 -1.9892 -0.0460 -0.1 -0.4 0.0
C -1.1984 1.3878 4.3171 0.0 -0.2 0.0
O -1.5835 2.5269 4.1187 0.0 0.1 0.0
N -1.0795 0.4657 3.3163 0.1 0.1 0.0
N -0.8495 0.9375 5.5641 0.0 0.1 0.0
H -0.7608 -0.4732 3.4674 0.0 0.0 0.0
H -1.3329 0.7597 2.3881 -0.1 0.0 0.1
H -0.9248 1.5854 6.3248 0.0 0.0 0.0
H -0.5339 0.0038 5.7428 0.0 0.0 0.0
C -3.4647 -3.6115 2.5338 -0.1 0.1 -0.1
O -2.7194 -4.1996 3.2989 0.1 0.0 0.1
N -3.3471 -3.6892 1.1753 0.0 0.0 0.0
N -4.4891 -2.8139 2.9701 0.0 0.0 0.0
H -3.9602 -3.2039 0.5453 0.0 0.0 0.0
H -2.6094 -4.2590 0.8065 0.0 0.0 0.0
H -4.6143 -2.7258 3.9601 0.0 0.0 0.0
H -5.1064 -2.3251 2.3491 0.0 0.0 0.0
C 1.0455 7.5668 -0.6107 0.0 0.0 0.1
O 0.2070 7.7408 -1.4743 0.0 0.0 0.0
N 0.9763 6.5353 0.2872 0.0 -0.1 -0.1
N 2.1330 8.3881 -0.4641 0.0 0.0 0.0
H 1.6602 6.3828 1.0030 0.0 0.0 0.0
H 0.1937 5.9104 0.2162 0.0 0.0 0.0
H 2.2182 9.1553 -1.1032 0.0 0.0 0.0
H 2.8307 8.2583 0.2426 0.0 0.0 0.0
C 2.1431 -3.0262 2.8981 0.0 -0.2 0.1
O 1.3261 -2.7531 2.0320 0.2 0.2 0.0
N 2.0079 -4.1159 3.7054 0.0 0.1 0.0
N 3.2563 -2.2619 3.1292 0.0 0.0 -0.1
H 2.6668 -4.3582 4.4198 0.0 0.0 0.0
H 1.2038 -4.6992 3.5601 0.0 0.0 0.0
H 3.3868 -1.4489 2.5578 0.0 0.0 0.0
H 3.9342 -2.4770 3.8347 0.0 0.0 0.0
C 4.2678 -5.6122 -2.7874 0.1 0.1 -0.1
O 3.3542 -5.7454 -1.9962 0.0 -0.1 0.0
N 4.9650 -6.6858 -3.2871 0.0 0.0 0.0
N 4.6853 -4.3936 -3.2474 0.0 0.0 0.1
H 5.7196 -6.5972 -3.9392 0.0 0.0 0.0
H 4.6899 -7.5972 -2.9749 0.0 0.0 0.0
H 4.1989 -3.5784 -2.9113 -0.2 -0.1 -0.1
H 5.4414 -4.2846 -3.8949 0.0 0.0 0.0
```
Positions in Å, forces in eV/Å.

highest occupied orbital energy = -9.60 eV
energy relative to the best compared isomer or geometry (same formula, charge and spin) = 0.0 kJ/mol

=====

Record 3
A molecular structure, C29H40MnN3OSSb, computed with ωB97M-V with the def2-TZVPD basis set.

```
76
Properties=species:S:1:pos:R:3:forces:R:3
Mn 0.8628 -0.0604 -1.6178 0.0 0.1 -0.1
C 0.8777 4.4207 3.3923 0.0 0.0 0.1
C 2.1428 3.9184 3.1440 0.1 0.0 0.0
C 2.4475 3.3431 1.9168 -0.1 0.0 0.0
C 1.4638 3.2924 0.9466 0.0 0.1 0.1
C 0.1810 3.7582 1.1880 0.1 0.0 0.0
C -0.1036 4.3325 2.4146 0.0 0.0 0.0
N 1.7170 2.5658 -0.3313 0.1 0.1 0.0
N 1.3008 1.1960 -0.0390 -0.1 -0.1 0.1
C 3.0706 -0.3312 0.1630 -0.1 -0.1 -0.1
C 4.1911 -0.7312 0.8816 -0.1 0.0 -0.1
C 4.9526 -1.7787 0.3932 0.1 0.0 0.0
C 4.5925 -2.4074 -0.7918 0.1 0.0 0.0
C 3.4653 -1.9800 -1.4794 -0.1 0.1 0.0
C 2.6528 -0.9296 -1.0298 0.2 -0.1 0.0
H 0.6501 4.8697 4.3503 0.0 0.0 0.0
H 2.9061 3.9635 3.9097 0.0 0.0 0.0
H 3.4248 2.9258 1.7331 0.0 0.0 0.0
H -0.5859 3.6637 0.4319 0.0 0.0 0.0
H -1.1009 4.7047 2.6099 0.0 0.0 0.0
H 4.4476 -0.2292 1.8065 0.0 0.0 0.0
H 5.8306 -2.1021 0.9393 0.0 0.0 0.0
H 5.1882 -3.2270 -1.1753 0.0 0.0 0.0
H 3.2078 -2.4938 -2.4010 0.0 0.0 0.0
O 2.3242 0.6738 0.7769 0.0 0.1 0.1
N 3.1025 2.5529 -0.7891 0.0 0.0 0.0
C 3.7039 3.6860 -0.8309 0.0 0.1 0.1
C 3.1937 5.0192 -0.6916 -0.2 0.0 -0.1
C 1.9575 5.3478 -1.1455 0.2 0.0 0.1
C 1.0246 4.4385 -1.7148 0.0 -0.1 -0.1
C 0.9478 3.0982 -1.5097 0.0 0.0 0.0
S 0.0246 2.0445 -2.5039 -0.1 0.0 -0.1
H 4.7569 3.5781 -1.0823 0.0 0.0 0.0
H 3.8872 5.7977 -0.4049 0.0 0.0 0.0
H 1.7063 6.4012 -1.1992 0.0 0.0 0.0
H 0.3409 4.8303 -2.4567 0.0 0.0 0.0
C -0.3194 -4.2594 -0.6171 0.0 0.0 -0.1
C -0.7296 -3.2390 0.4443 0.0 -0.1 0.0
C -1.7853 -3.8352 1.3717 0.0 0.0 0.0
C 0.5147 -2.8916 1.2639 0.0 0.0 0.0
Sb -1.3707 -1.4344 -0.6172 -0.1 -0.1 0.2
C -2.4742 -0.2614 0.8674 0.0 0.0 0.1
C -2.6781 1.1401 0.2914 -0.1 0.0 -0.1
C -3.8151 -0.8550 1.2872 0.0 0.0 0.0
C -1.5707 -0.1385 2.0980 0.1 0.0 0.0
C -2.8340 -2.1209 -2.0891 -0.1 0.0 -0.1
C -3.7248 -0.9404 -2.4817 0.1 0.0 0.0
C -3.6991 -3.2878 -1.6191 0.0 0.0 0.0
C -2.0441 -2.5421 -3.3296 0.1 0.0 0.0
H 0.1300 -5.1268 -0.1217 0.0 0.0 0.0
H 0.4339 -3.8514 -1.2972 0.0 0.0 0.0
H -1.1632 -4.6226 -1.2064 0.1 0.0 0.0
H -1.3917 -4.7608 1.8068 0.0 0.0 0.0
H -2.7189 -4.0796 0.8659 0.0 0.0 0.0
H -2.0111 -3.1646 2.2005 0.0 0.0 0.0
H 0.8960 -3.8118 1.7211 0.0 0.0 0.0
H 0.3080 -2.1869 2.0690 0.0 0.0 0.0
H 1.3146 -2.4822 0.6469 0.0 0.0 0.0
H -3.3668 1.1507 -0.5558 0.0 0.0 0.0
H -1.7376 1.5847 -0.0371 0.0 0.0 0.0
H -3.1067 1.7812 1.0710 0.0 0.0 0.0
H -4.5122 -0.9508 0.4566 0.0 0.0 -0.1
H -4.2832 -0.1921 2.0240 0.0 0.0 0.0
H -3.7057 -1.8347 1.7526 0.0 0.0 0.0
H -0.5754 0.2330 1.8391 0.0 0.0 0.0
H -1.4692 -1.0872 2.6263 0.0 0.0 0.0
H -2.0185 0.5753 2.7987 0.0 0.0 0.0
H -4.3931 -0.6336 -1.6794 0.0 0.0 0.1
H -4.3505 -1.2355 -3.3308 0.0 0.0 0.0
H -3.1425 -0.0682 -2.7915 0.0 0.0 0.0
H -4.2648 -3.0524 -0.7174 0.0 0.0 0.0
H -3.1104 -4.1856 -1.4265 -0.1 0.0 0.0
H -4.4220 -3.5375 -2.4043 0.0 0.0 0.0
H -1.4647 -1.7115 -3.7410 0.0 0.0 0.0
H -2.7426 -2.8711 -4.1065 0.0 0.0 0.0
H -1.3549 -3.3647 -3.1367 0.0 0.0 0.0
```
Positions in Å, forces in eV/Å.

spin multiplicity = 6
highest occupied orbital energy (alpha / beta) = -6.79 / -7.59 eV
energy relative to the best compared isomer or geometry (same formula, charge and spin) = 205.2 kJ/mol

=====

Electronic energy, respectively: -1106.2207, -2947.7181, -3157.7769 a.u..